DFT (the ωB97M-V functional and the def2-TZVPD basis) results for a structure of composition C5H7NO.

Properties
**HOMO**: -8.96 eV
**HOMO-LUMO gap**: 0.3626 hartree
**E_LUMO**: 0.033 hartree

XYZ file:
```
14
C5H7NO, DFT the ωB97M-V functional and the def2-TZVPD basis
O -0.996 -2.090 0.862
C -0.420 -1.109 0.448
C 0.059 -0.969 -0.965
N 0.425 0.489 -1.008
C -0.734 1.068 -0.238
C -0.199 0.277 0.994
C 1.169 0.575 0.317
H -0.910 -1.531 -1.340
H 0.899 -1.605 -1.257
H -1.720 0.819 -0.648
H -0.630 2.152 -0.130
H -0.462 0.466 2.034
H 1.525 1.597 0.493
H 1.994 -0.139 0.438
```

Mulliken population analysis, charges in e, atoms 1 to 8: -0.60, 0.48, -0.45, -0.46, -0.39, -0.32, -0.41, 0.24



DFT (the ωB97M-V functional and the def2-TZVPD basis) results for an isolated molecule of C5H7NO.

Properties
**SMILES**: C=CC/C=N\C=O
**HOMO**: -9.37 eV
**HOMO-LUMO gap**: 0.3659 hartree
**E_LUMO**: 0.022 hartree

XYZ file:
```
14
C5H7NO, DFT the ωB97M-V functional and the def2-TZVPD basis
C 0.691 -0.635 0.812
C -0.813 -0.715 0.994
C -1.575 0.374 1.014
O -0.578 1.709 -1.503
C 0.540 1.272 -1.660
N 0.908 -0.063 -1.621
C 0.999 -0.876 -0.656
H 1.053 0.348 1.141
H 1.203 -1.405 1.404
H -1.248 -1.716 1.020
H -1.137 1.370 0.947
H -2.659 0.317 1.043
H 1.377 1.906 -2.011
H 1.262 -1.908 -0.925
```

Mulliken population analysis, charges in e, atoms 1 to 8: -0.72, 0.06, -0.72, -0.47, 0.08, -0.40, 0.04, 0.34



DFT (the ωB97M-V functional and the def2-TZVPD basis) results for an isolated molecule of C5H7NO.

Properties
**HOMO (spin up / spin down)**: -7.74 / -8.18 eV
**HOMO-LUMO gap (spin up / spin down)**: 0.2483 / 0.2810 hartree
**E_LUMO (spin up / spin down)**: -0.036 / -0.020 hartree

XYZ file:
```
14
C5H7NO, DFT the ωB97M-V functional and the def2-TZVPD basis
O 1.824 0.035 -2.300
C 1.805 0.149 -1.082
C 0.581 0.212 -0.304
C -0.701 -0.442 -0.805
N -1.100 -0.410 0.644
C -1.422 0.865 0.853
C 0.343 -0.477 1.038
H 2.753 0.304 -0.517
H -1.412 0.079 -1.451
H -0.565 -1.475 -1.159
H -2.137 1.344 0.190
H -1.196 1.323 1.812
H 0.536 0.013 1.998
H 0.691 -1.521 1.083
```

Mulliken population analysis, charges in e, atoms 1 to 8: -0.51, -0.21, 0.07, -0.37, -0.23, -0.26, -0.39, 0.30



DFT (the ωB97M-V functional and the def2-TZVPD basis) results for a structure of composition C5H7NO.

Properties
**HOMO (spin up / spin down)**: -7.73 / -7.73 eV
**HOMO-LUMO gap (spin up / spin down)**: 0.2856 / 0.2856 hartree
**E_LUMO (spin up / spin down)**: 0.001 / 0.001 hartree

XYZ file:
```
14
C5H7NO, DFT the ωB97M-V functional and the def2-TZVPD basis
O -1.506 0.465 -1.090
C -0.983 0.401 0.129
C -0.629 1.533 0.837
C 0.355 0.610 -1.005
C 1.141 -0.433 -0.750
C 0.661 -1.297 0.393
N -0.751 -0.920 0.645
H -0.061 1.452 1.760
H -0.820 2.517 0.421
H 0.466 1.501 -1.601
H 2.129 -0.512 -1.198
H 1.268 -1.108 1.292
H 0.714 -2.375 0.201
H -1.320 -1.509 0.039
```

Mulliken population analysis, charges in e, atoms 1 to 8: -0.53, 0.87, -0.73, -0.36, -0.42, -0.72, -0.50, 0.28



For reference, max |F| by record: 2.9, 0.6, 0.5, 0.7 eV/A.
For reference, energy above the lowest of the compared OMol25 structures with the same formula, charge and spin by record: 254.4, 170.6, 494.2, 494.5 kJ/mol.